i.
Formula: C2H14O4
Source: the Open Molecules 2025 dataset
Level of theory: ωB97M-V/def2-TZVPD

Highest occupied orbital energy   -10.966 eV

The geometry in ORCA input format:
```
! wB97M-V def2-TZVPD RIJCOSX def2/J DEFGRID3
* xyz 0 1
C 3.70 -1.03 1.15
C 3.24 0.42 0.69
H 4.71 -1.20 1.46
H 3.53 -1.74 0.39
H 2.95 -1.27 1.93
H 4.11 0.88 0.17
H 2.40 0.33 -0.07
H 3.30 0.79 1.73
H -1.46 -1.03 -0.23
H -1.35 -2.37 -0.98
O -1.80 -1.51 -1.01
H -2.09 2.77 -0.60
H -2.65 1.60 -1.58
O -2.03 1.81 -0.89
H -2.00 0.94 1.60
H -0.65 0.73 1.26
O -1.39 0.18 1.48
H -3.56 -0.57 -1.99
H -4.92 0.01 -2.39
O -4.04 0.28 -2.11
*
```

Computed natural (NBO) charges, given in elementary charges: atom 1 (C): -0.60, atom 2 (C): -0.65, atom 3 (H): 0.21, atom 4 (H): 0.19, atom 5 (H): 0.19, atom 6 (H): 0.20, atom 7 (H): 0.23, atom 8 (H): 0.23, atom 9 (H): 0.51, atom 10 (H): 0.47, atom 11 (O): -0.98, atom 12 (H): 0.47, atom 13 (H): 0.51, atom 14 (O): -0.98, atom 15 (H): 0.48, atom 16 (H): 0.47, atom 17 (O): -0.94, atom 18 (H): 0.50, atom 19 (H): 0.48, atom 20 (O): -0.98

***

ii.
Formula: C2H14O4
Source: the Open Molecules 2025 dataset
Level of theory: ωB97M-V/def2-TZVPD

Highest occupied orbital energy   -10.972 eV

The geometry in ORCA input format:
```
! wB97M-V def2-TZVPD RIJCOSX def2/J DEFGRID3
* xyz 0 1
C -0.34 0.91 -1.34
C 0.59 0.64 -2.53
H -1.12 1.62 -1.62
H 0.14 1.38 -0.48
H -0.88 0.02 -1.02
H 1.29 -0.13 -2.21
H 0.04 0.43 -3.42
H 1.27 1.49 -2.63
H 1.56 -0.89 0.30
H 2.06 -1.71 1.53
O 1.28 -1.45 1.03
H -2.07 0.71 1.37
H -2.56 0.13 2.69
O -2.18 0.93 2.30
H -0.27 1.13 2.98
H 1.11 0.68 2.91
O 0.62 1.42 3.26
H -0.14 -2.28 -0.28
H -0.03 -2.25 -1.77
O -0.38 -2.79 -1.06
*
```

Computed natural (NBO) charges, given in elementary charges: atom 1 (C): -0.63, atom 2 (C): -0.61, atom 3 (H): 0.21, atom 4 (H): 0.21, atom 5 (H): 0.20, atom 6 (H): 0.18, atom 7 (H): 0.22, atom 8 (H): 0.21, atom 9 (H): 0.48, atom 10 (H): 0.49, atom 11 (O): -0.96, atom 12 (H): 0.48, atom 13 (H): 0.48, atom 14 (O): -0.94, atom 15 (H): 0.48, atom 16 (H): 0.46, atom 17 (O): -0.95, atom 18 (H): 0.48, atom 19 (H): 0.46, atom 20 (O): -0.94

***

Ordering by calculated energy gives the sequence ii, i, with the first entry being the most stable.